1.
Computed, not measured: C10H16S in the gas phase in a non-equilibrium geometry, with ωB97M-V/def2-TZVPD.

Element x y z (Å)
C 1.6032 -0.3512 -1.6605
H -0.6747 -2.3850 1.1382
H -0.6742 2.1999 -3.2880
H -1.2590 0.7875 3.5420
C -1.2282 0.3994 0.8804
H -2.0395 -0.1125 0.4253
C -0.7512 -0.1126 3.3009
H 2.1620 -1.2171 -1.9605
C -0.1899 0.6655 -0.2045
H 1.9356 -0.8506 0.9505
H 0.5153 -2.2025 2.3955
H -0.3558 -0.7602 4.0937
H -1.6634 1.3378 1.2716
H 2.3242 0.3798 -1.2253
H -1.6212 0.5906 -1.8442
C -0.0439 1.7649 -2.5382
C 0.4944 -0.6394 -0.6750
C 0.0576 -1.7344 1.5341
H 0.6839 2.5123 -2.1583
C -0.6227 -0.4538 1.9431
H -1.4777 2.1797 -1.0566
H 1.5042 -2.3454 0.1771
C 1.0892 -1.4037 0.4983
C -0.9216 1.3020 -1.3895
S 0.8967 0.3780 -3.1909
H 0.5118 1.3794 0.1858
H -0.2552 -1.3084 -1.1450

Properties
Energy above the lowest of the compared OMol25 structures with the same formula, charge and spin = 23.8 kJ/mol
HOMO level = -0.3077 Eh
Net charge = 0
E = -21464.603 eV
Spin multiplicity = 1
HOMO-LUMO gap = 9.3 eV
Largest force on an atom = 4.9 eV Å⁻¹
SMILES = C=C1CC[C@@H]2CSCC[C@H]2C1

Mulliken population analysis, charges in e, atoms 1 to 8: number 1, C, carries -1.0757; number 2, H, carries 0.3555; number 3, H, carries 0.4115; number 4, H, carries 0.3013; number 5, C, carries -1.1834; number 6, H, carries 0.3919; number 7, C, carries -1.1707; number 8, H, carries 0.4415

***

2.
Computed, not measured: a gas-phase ion, C8H14NO (charge +1) in a non-equilibrium geometry, with ωB97M-V/def2-TZVPD.

Element x y z (Å)
H 1.1399 2.3153 -1.4685
H 2.8241 1.9717 -0.9794
H -1.5249 -2.4063 -1.5274
H -1.3290 -3.2282 0.0805
C -0.9607 -2.5448 -0.5991
H -2.6336 1.0186 0.9606
N -1.0386 1.2595 -0.2818
C -1.7551 1.7026 0.8466
H -1.6069 0.8677 -0.9521
H 1.2243 -3.2638 -0.0605
H 1.7465 2.6778 0.0375
C 1.5091 0.4828 -0.3405
H 0.9326 -1.0538 1.8586
H 1.0880 -2.4475 -1.5931
C 0.0823 -0.8152 1.3050
O 2.4437 -0.2510 -0.0508
H -1.2516 1.4895 1.8317
H -0.8050 -0.3925 1.9589
C -0.1881 -1.4334 0.0028
C 0.1989 -0.0602 -0.0130
H -0.2928 2.0235 -0.4704
H -2.1594 2.7232 0.7949
C 0.5674 -2.5042 -0.6614
C 1.7891 1.8686 -0.6793

Properties
Energy above the lowest of the compared OMol25 structures with the same formula, charge and spin = 457.3 kJ/mol
HOMO level = -0.5208 Eh
Net charge = +1
E = -12049.547 eV
Spin multiplicity = 1
HOMO-LUMO gap = 11.0 eV
Largest force on an atom = 6.7 eV Å⁻¹
SMILES = C[NH2+][C@@]1(C(C)=O)CC12CC2

Mulliken population analysis, charges in e, atoms 1 to 8: number 1, H, carries 0.5001; number 2, H, carries 0.3679; number 3, H, carries 0.2582; number 4, H, carries 0.2640; number 5, C, carries -0.3818; number 6, H, carries 0.4077; number 7, N, carries -0.1244; number 8, C, carries -0.9492

***

3.
Computed, not measured: a molecular structure, C20H19N3ORbS2Se4, with ωB97M-V/def2-TZVPD.

Element x y z (Å)
O -0.7303 0.9341 2.6150
C -2.6112 7.5125 -2.2030
N -3.0672 3.8821 -1.6559
H -1.3166 7.1902 0.9078
C -1.7907 6.9196 -0.0277
C -2.1099 1.6601 -3.2986
S -1.9510 4.3432 0.9761
Rb 0.7902 1.2753 0.2691
H -1.5048 -1.6326 -3.7314
C -1.9082 0.4688 -3.9783
N -1.9112 0.5251 -1.1997
C -1.7170 -0.6885 -3.2495
H -3.3483 -0.1824 3.2728
C -2.9342 6.1836 -2.4421
C -1.7160 -0.6100 -1.8647
H -2.7908 8.2531 -2.9714
H 3.1300 -4.9822 4.3522
C 0.0403 -1.5382 3.1351
H 0.4304 -0.1742 4.7415
C 0.6806 -1.1307 4.2992
C 0.3892 -2.7153 2.5006
H -1.7695 8.9160 -0.8148
Se 1.7946 0.7986 -3.4806
C -2.1602 5.6012 -0.2387
Se 1.4942 -1.8717 -0.6924
H -2.7365 -1.8349 3.5822
H -0.0614 -2.9835 1.5535
Se 1.2035 2.9116 -2.6573
C -2.0386 7.8840 -0.9965
H -3.4367 3.6652 -2.5671
C 1.6579 -1.9412 4.8453
C -2.7252 5.2320 -1.4575
H 4.0869 -3.5347 4.6579
C 2.0135 -3.1476 4.2383
H 2.9822 -4.1301 5.8931
H -2.1666 2.5950 -3.8387
Se 2.9284 -0.4102 -1.8355
C -2.1084 1.6342 -1.9122
H 1.6666 -4.4302 2.5582
H -3.3514 5.8851 -3.3971
H -1.8520 0.4603 -5.0588
N -1.6563 2.9837 0.0033
H -2.1272 -0.4541 4.5563
C -2.4878 -0.7746 3.5791
H 2.1692 -1.6298 5.7497
H -1.5059 -1.4862 -1.2658
C 3.1110 -3.9975 4.8175
C 1.3701 -3.5210 3.0665
C -2.2648 2.8865 -1.1089
S -1.1859 -0.4850 2.3825

Properties
Energy above the lowest of the compared OMol25 structures with the same formula, charge and spin = 0.0 kJ/mol
HOMO level = -0.1072 Eh
Net charge = -1
E = -311280.705 eV
Spin multiplicity = 1
HOMO-LUMO gap = 5.0 eV
Largest force on an atom = 0.7 eV Å⁻¹

Mulliken population analysis, charges in e, atoms 1 to 8: number 1, O, carries -0.6836; number 2, C, carries -0.6438; number 3, N, carries -0.2527; number 4, H, carries 0.3718; number 5, C, carries -0.5919; number 6, C, carries -0.8355; number 7, S, carries -0.2577; number 8, Rb, carries 0.7775

***

4.
Computed, not measured: 2 unconnected molecules or ions with the total composition C8H6Cl3NO3 in a non-equilibrium geometry, with ωB97M-V/def2-TZVPD.

Element x y z (Å)
Cl -2.6984 -1.8780 0.2424
O -0.5497 3.7347 -0.1217
C 0.8358 -0.5762 -1.2261
H -0.8034 3.3753 -0.9279
H 1.6448 -2.4341 2.0361
C -1.2087 0.3735 -0.3637
H 2.9771 -2.7041 0.0991
N 0.7671 3.3679 0.0118
H -0.2945 -0.8669 1.9636
C -0.0341 -0.4309 -0.0859
Cl -3.8912 0.4732 -0.9364
H 0.7481 -0.0083 -2.0639
C 1.8863 -1.4652 -1.1261
O -1.2270 1.3667 -1.0273
C 2.1204 -2.0627 0.0588
Cl -2.9468 0.5984 1.8591
C 0.2802 -0.9992 1.1115
H 2.5246 -1.5759 -1.9085
C 1.3207 -1.9142 1.1614
C -2.7217 -0.0272 0.1953
O 1.2705 3.6533 1.0486

Properties
Energy above the lowest of the compared OMol25 structures with the same formula, charge and spin = 0.0 kJ/mol
HOMO level = -0.3641 Eh
Net charge = 0
E = -53589.337 eV
Spin multiplicity = 1
HOMO-LUMO gap = 9.6 eV
Largest force on an atom = 4.1 eV Å⁻¹
SMILES = O=C(c1ccccc1)C(Cl)(Cl)Cl.O=NO

Mulliken population analysis, charges in e, atoms 1 to 8: number 1, Cl, carries -0.1551; number 2, O, carries -0.3022; number 3, C, carries -0.5732; number 4, H, carries 0.4135; number 5, H, carries 0.4103; number 6, C, carries -0.1983; number 7, H, carries 0.3734; number 8, N, carries 0.2839

***

5.
Computed, not measured: a gas-phase ion, C2H3N2O2 (charge +1) in a non-equilibrium geometry, with ωB97M-V/def2-TZVPD.

Element x y z (Å)
N 1.8453 0.4378 -0.0281
O 2.2802 -1.8093 0.0173
H 0.2962 1.9088 -0.2686
C 0.6268 0.8632 0.0846
O 3.3641 0.9436 0.0150
H -0.4364 -0.8218 0.9136
C 0.1235 -0.5535 -0.0095
H -0.4373 -0.8298 -1.0691
N 1.5529 -0.9200 -0.0311

Properties
Energy above the lowest of the compared OMol25 structures with the same formula, charge and spin = 985.7 kJ/mol
HOMO level (alpha / beta) = -0.5508 / -0.5507 Eh
Net charge = +1
E = -9180.108 eV
Spin multiplicity = 1
HOMO-LUMO gap (alpha / beta) = 6.1 / 6.1 eV
Largest force on an atom = 9.1 eV Å⁻¹
SMILES = O=[N+]1CC=[N+]1[O-]

Mulliken population analysis, charges in e, atoms 1 to 8: number 1, N, carries 0.1610; number 2, O, carries -0.2367; number 3, H, carries 0.3760; number 4, C, carries -0.0596; number 5, O, carries -0.3720; number 6, H, carries 0.2961; number 7, C, carries -0.2563; number 8, H, carries 0.3268

***

> The highest E belongs to which entry?

C2H3N2O2